No. 1
Entry from the Open Molecules 2025 dataset: C42H51Br2Cl3CsN6O3Sb as an isolated structure (ωB97M-V/def2-TZVPD).

* Kohn-Sham gap (alpha / beta): 3.18 / 3.18 eV
* charge: -2

Geometry (Å):
1 Cs -1.8784 -0.2288 1.2894
2 C -0.5090 -0.7868 -1.9831
3 C -0.1928 -2.1451 -1.3553
4 C -1.3236 -3.2071 -1.4681
5 N -2.4801 -2.7559 -0.7650
6 C -3.5467 -3.5034 -0.6845
7 C -3.6054 -4.8876 -1.1377
8 C -4.6525 -5.7938 -1.1404
9 C -6.0038 -5.6152 -0.8824
10 C -6.6434 -4.4086 -0.5118
11 C -6.0147 -3.2418 -0.0802
12 C -4.6701 -2.8320 0.0328
13 N -4.3248 -1.8519 0.8059
14 C -5.3470 -0.9883 1.4811
15 C -5.9869 0.0455 0.5632
16 C -5.4266 1.5129 0.8029
17 N -4.1104 1.6112 0.1209
18 C -3.8182 2.7537 -0.4557
19 C -4.4147 4.0319 -0.0896
20 C -4.2532 5.3594 -0.5900
21 C -3.6233 5.8300 -1.7013
22 C -2.7915 5.0198 -2.5571
23 C -2.3405 3.7783 -2.3916
24 C -2.5984 2.7579 -1.3708
25 N -1.7617 1.7976 -1.2029
26 C -0.5673 1.6827 -2.0745
27 C 0.2748 0.4805 -1.5858
28 H -1.5766 -0.5952 -1.8670
29 H -0.4309 -0.9962 -3.0183
30 H 0.0386 -2.0244 -0.2814
31 H 0.6833 -2.6134 -1.8078
32 H -1.0171 -4.1854 -1.0085
33 H -1.5027 -3.4593 -2.6095
34 H -2.7885 -5.3378 -1.6380
35 H -4.4016 -6.7745 -1.4364
36 H -6.6164 -6.5439 -0.7190
37 H -7.7091 -4.3932 -0.5335
38 H -6.6579 -2.3456 0.1330
39 H -4.9093 -0.3815 2.2761
40 H -6.0947 -1.5955 2.0429
41 H -7.0504 0.1930 0.8400
42 H -5.7421 -0.1814 -0.4911
43 H -5.3194 1.6573 1.8927
44 H -6.1648 2.0997 0.2580
45 H -5.1188 3.9504 0.7081
46 H -4.7162 6.1226 0.0268
47 H -3.7724 6.8554 -1.9871
48 H -2.3316 5.5036 -3.4345
49 H -1.5572 3.4499 -3.0846
50 H 0.0968 2.5691 -2.0374
51 H -0.8493 1.5658 -3.1101
52 H 0.4429 0.4958 -0.5175
53 H 1.2595 0.4578 -2.0623
54 Br -0.2049 -1.8313 6.7204
55 C 0.6137 -0.3773 5.6936
56 C 1.2759 0.5626 6.4964
57 C 1.8405 1.6541 5.9178
58 Br 3.0349 2.7756 6.9285
59 C 1.5354 1.9242 4.5846
60 C 1.8511 3.1600 3.9098
61 C 1.5763 3.3204 2.5878
62 C 0.9551 2.2334 1.8586
63 N 0.6753 1.1088 2.4384
64 C 0.9146 0.9536 3.7878
65 C 0.3790 -0.3154 4.2968
66 O -0.1594 -1.1528 3.5471
67 H 1.3641 0.4304 7.6103
68 H 2.4244 3.9325 4.4995
69 H 1.7369 4.2399 2.0137
70 H 0.7085 2.4346 0.8248
71 O 3.1418 -6.4748 8.5963
72 O 4.2975 -6.2225 8.7800
73 C 5.1498 3.9460 -2.1161
74 C 5.9165 2.6772 -2.5421
75 C 7.0307 2.4492 -1.5269
76 Sb 4.3560 1.1439 -2.8575
77 C 5.2703 -0.5970 -3.8948
78 C 6.6449 -0.9003 -3.2674
79 C 5.5026 -0.3089 -5.4562
80 C 4.3754 0.2888 -0.8373
81 C 3.5370 -0.9236 -0.8852
82 C 3.8456 1.2854 0.2424
83 H 5.8203 4.7465 -1.9304
84 H 4.5983 3.6955 -1.2014
85 H 4.5306 4.4239 -2.8399
86 H 6.2764 2.7974 -3.5887
87 H 6.6684 2.3521 -0.5808
88 H 7.8193 3.2222 -1.4771
89 H 7.6315 1.5348 -1.7226
90 H 4.5475 -1.4711 -3.7925
91 H 7.3762 -0.1030 -3.5187
92 H 7.1216 -1.8130 -3.6690
93 H 6.5505 -0.9311 -2.1666
94 H 6.3485 0.4173 -5.5097
95 H 4.6411 0.1063 -5.9569
96 H 5.6714 -1.2422 -6.0383
97 H 5.4514 0.0705 -0.5750
98 H 2.4579 -0.6385 -0.9364
99 H 3.7593 -1.4809 -0.0268
100 H 3.8790 -1.5916 -1.6848
101 H 2.7747 1.4407 0.0554
102 H 4.3291 2.2040 0.3048
103 H 3.8970 0.8467 1.2025
104 Cl -1.0928 -5.1115 4.5235
105 C -2.3256 -4.3371 3.3565
106 Cl -3.0014 -2.8963 4.1369
107 Cl -1.5779 -3.9334 1.8424
108 C -3.3655 -5.3364 3.1519
109 N -3.9598 -6.2971 3.0884

Forces on atoms 1 to 3 (eV/Å):
Cs -0.27 -0.13 -0.23
C -0.50 -0.68 0.64
C -0.05 -0.61 0.84

No. 2
Entry from the Open Molecules 2025 dataset: C42H51ClN4O11P3SSc as an isolated structure (ωB97M-V/def2-TZVPD).

* Kohn-Sham gap: 6.50 eV
* charge: -2

Geometry (Å):
1 Sc 0.8874 -1.0495 -1.0533
2 Cl 4.9613 -3.7630 4.7742
3 C 4.1417 -3.3855 3.2759
4 C 4.5898 -3.9712 2.0822
5 C 3.9605 -3.7096 0.8959
6 C 2.8344 -2.8359 0.8196
7 O 2.2070 -2.6858 -0.2874
8 C 2.4325 -2.2249 2.0476
9 C 1.3682 -1.2559 2.0813
10 O 0.8599 -0.7434 1.0911
11 C 3.0799 -2.5270 3.2586
12 H 5.4424 -4.6380 2.1107
13 H 4.3063 -4.1642 -0.0236
14 H 0.9925 -0.9392 3.0670
15 H 2.7327 -2.0567 4.1713
16 O 4.0240 -2.4184 -2.3950
17 P 3.6075 -0.9605 -2.9038
18 O 4.7688 -0.1824 -3.3509
19 O 2.6931 -0.3820 -1.8122
20 O 2.6443 -1.2628 -4.1777
21 P 1.0527 -1.5197 -4.0733
22 O 0.8087 -2.5718 -5.2678
23 O 0.2936 -0.2772 -4.3171
24 O 0.8500 -2.2748 -2.7691
25 H 3.3391 -2.7377 -1.7703
26 H 0.3379 -2.1065 -5.9660
27 C -4.0932 -4.0646 5.8132
28 O -4.3305 -3.0540 4.8637
29 C -4.6968 -3.4444 3.6092
30 C -4.6747 -2.4506 2.6306
31 C -5.0172 -2.7540 1.3287
32 C -5.3928 -4.0567 0.9855
33 C -5.4648 -5.0206 1.9764
34 C -5.0969 -4.7347 3.2863
35 N -5.8404 -4.4789 -0.3140
36 N -5.3092 -4.1076 -1.3767
37 C -4.1317 -3.3033 -1.4149
38 C -4.1626 -2.2240 -2.2682
39 C -3.1324 -1.2801 -2.3421
40 C -2.0044 -1.4261 -1.5448
41 O -1.0332 -0.5879 -1.4604
42 C -1.8889 -2.6474 -0.7856
43 N -0.6769 -2.8253 -0.2122
44 C -0.4616 -3.9147 0.4794
45 C -1.4374 -4.9175 0.6280
46 C -2.6571 -4.7635 0.0295
47 C -2.9312 -3.5885 -0.7033
48 H -3.6628 -3.5707 6.6812
49 H -3.3872 -4.8100 5.4345
50 H -5.0196 -4.5688 6.1103
51 H -4.3333 -1.4549 2.8893
52 H -4.9653 -1.9729 0.5826
53 H -5.8075 -6.0124 1.7063
54 H -5.1389 -5.5132 4.0346
55 H -5.0567 -2.0883 -2.8668
56 H -3.2054 -0.4187 -2.9916
57 H 0.5237 -4.0330 0.9115
58 H -1.2063 -5.8080 1.1977
59 H -3.4029 -5.5433 0.1052
60 S -2.1582 0.1913 2.6026
61 C -1.6857 1.7336 3.0022
62 N -1.3324 2.8103 3.2851
63 C 3.2449 4.1688 -3.8384
64 C 4.0229 3.1552 -3.0057
65 C 3.3073 2.8622 -1.6757
66 C 1.7775 2.9900 -1.8111
67 C 1.3762 2.5643 -3.2276
68 C 1.8789 3.5905 -4.2482
69 P 0.8237 1.9920 -0.5784
70 C -0.8096 2.8792 -0.4129
71 C -1.9309 2.2366 -1.2530
72 C -3.1330 3.1717 -1.3380
73 C -2.7983 4.4408 -2.1352
74 C -1.3186 4.8163 -1.9759
75 C -0.8132 4.4161 -0.5936
76 C 1.5447 2.3375 1.0963
77 C 1.5709 3.8052 1.5576
78 C 2.4895 4.0015 2.7758
79 C 2.5020 2.7447 3.6379
80 C 3.1522 1.5835 2.8673
81 C 2.9179 1.7079 1.3545
82 H 3.8139 4.4625 -4.7250
83 H 3.1014 5.0829 -3.2500
84 H 5.0365 3.5122 -2.8033
85 H 4.1395 2.2238 -3.5643
86 H 3.6544 3.5570 -0.9042
87 H 3.5761 1.8558 -1.3535
88 H 1.5125 4.0460 -1.6833
89 H 0.3003 2.4125 -3.3323
90 H 1.8078 1.5831 -3.4282
91 H 1.1505 4.4031 -4.3488
92 H 1.9508 3.1109 -5.2280
93 H -1.0570 2.6833 0.6336
94 H -2.2140 1.2973 -0.7847
95 H -1.5870 1.9784 -2.2599
96 H -3.4396 3.4336 -0.3205
97 H -3.9827 2.6532 -1.7900
98 H -3.4299 5.2688 -1.7964
99 H -3.0269 4.2900 -3.1948
100 H -1.1733 5.8869 -2.1488
101 H -0.7232 4.3006 -2.7341
102 H -1.4751 4.8456 0.1672
103 H 0.1649 4.8525 -0.4063
104 H 0.8183 1.8105 1.7287
105 H 0.5551 4.1014 1.8216
106 H 1.9079 4.4570 0.7450
107 H 2.1577 4.8684 3.3527
108 H 3.5131 4.2195 2.4483
109 H 1.4697 2.4951 3.8986
110 H 3.0329 2.9174 4.5785
111 H 2.7460 0.6375 3.2371
112 H 4.2284 1.5489 3.0659
113 H 3.0324 0.7406 0.8595
114 H 3.6903 2.3465 0.9230

Forces on atoms 1 to 3 (eV/Å):
Sc 0.01 -0.53 0.41
Cl 0.01 0.00 0.03
C -0.05 0.03 -0.01

Quick rundown of maximum force, same order as above: 0.0691; 0.0131 hartree/bohr
Quick rundown of DFT total energy, same order as above: -244193.7701; -144806.5734 eV